1.
{"formula": "C60H59ClN7O5S2Ti", "method": "ωB97M-V/def2-TZVPD", "lumo_ev": 2.209, "total_charge": -1, "gap_ev": 4.8725, "spin_multiplicity": 1, "elements": ["Ti", "Cl", "C", "C", "C", "C", "O", "C", "C", "N", "C", "C", "C", "C", "C", "C", "C", "C", "N", "C", "C", "H", "H", "H", "H", "H", "H", "H", "H", "H", "H", "C", "O", "C", "C", "C", "C", "C", "C", "N", "C", "N", "C", "C", "C", "C", "C", "C", "O", "C", "N", "C", "C", "C", "C", "C", "C", "O", "C", "H", "H", "H", "H", "H", "H", "H", "H", "H", "H", "H", "H", "H", "H", "H", "H", "H", "H", "H", "H", "H", "H", "S", "C", "N", "C", "C", "N", "C", "C", "C", "C", "C", "C", "C", "C", "S", "C", "C", "C", "C", "C", "C", "C", "H", "H", "H", "H", "H", "H", "H", "H", "H", "H", "H", "H", "H", "H", "H", "H", "H", "H", "C", "C", "C", "C", "O", "H", "H", "H", "H", "H", "H", "H", "H", "H"], "coordinates": [[0.2982, 0.3160, 0.2572], [2.8848, 0.1137, 7.0539], [2.4306, 0.4155, 5.3861], [3.2345, 1.2265, 4.5915], [2.8735, 1.4697, 3.2805], [1.7232, 0.8889, 2.7526], [1.3705, 1.1193, 1.4879], [0.9080, 0.1127, 3.5640], [-0.4471, -0.2106, 3.1238], [-0.9813, 0.1651, 2.0282], [-2.4093, 0.2967, 2.1135], [-3.2116, -0.7827, 2.2849], [-4.6226, -0.6375, 2.3647], [-5.1995, 0.5866, 2.2727], [-4.3827, 1.7390, 2.1154], [-4.9159, 3.0433, 2.0312], [-4.0836, 4.1047, 1.8959], [-2.6869, 3.8631, 1.8495], [-2.1516, 2.6816, 1.9250], [-2.9792, 1.6063, 2.0504], [1.2693, -0.1285, 4.8842], [4.1392, 1.6581, 5.0019], [3.4956, 2.0799, 2.6342], [-1.1046, -0.6384, 3.8794], [-2.7590, -1.7663, 2.3024], [-5.2333, -1.5240, 2.4713], [-6.2785, 0.7014, 2.3127], [-5.9912, 3.1774, 2.0681], [-4.4634, 5.1148, 1.8271], [-1.9981, 4.6971, 1.7450], [0.6239, -0.7243, 5.5197], [0.1806, 2.3456, -5.8043], [1.1339, 2.6538, -4.7943], [1.9071, 3.7488, -4.9640], [1.9664, 4.4470, -6.1670], [2.8471, 5.5080, -6.3398], [3.6819, 5.8771, -5.2995], [3.6016, 5.2024, -4.0898], [2.7160, 4.1477, -3.8805], [2.7678, 3.5250, -2.6156], [1.8032, 2.9699, -1.7838], [0.5241, 3.3313, -2.0753], [-0.7168, 2.7143, -1.7708], [-0.9636, 1.5985, -0.9502], [-2.3046, 1.1662, -0.9443], [-3.3450, 1.7916, -1.6139], [-3.0741, 2.9184, -2.3723], [-1.7711, 3.3516, -2.4485], [-1.4666, 4.4443, -3.2552], [-1.6521, 5.6858, -2.5764], [2.0742, 2.2654, -0.7516], [3.3830, 2.1281, -0.2678], [3.9572, 0.8745, -0.0396], [5.2135, 0.7565, 0.5352], [5.9301, 1.8872, 0.9102], [5.3577, 3.1399, 0.7393], [4.0961, 3.2550, 0.1751], [3.5504, 4.5131, 0.0511], [2.4846, 4.7536, 0.9789], [-0.4025, 1.5137, -5.4221], [0.6725, 2.0478, -6.7336], [-0.4794, 3.1961, -5.9861], [1.3379, 4.1365, -6.9908], [2.8819, 6.0267, -7.2907], [4.3841, 6.6946, -5.4144], [4.2329, 5.5025, -3.2590], [3.6465, 3.6421, -2.1408], [0.4331, 3.9424, -2.8654], [-2.5698, 0.2711, -0.3974], [-4.3535, 1.3988, -1.5439], [-3.8461, 3.4515, -2.9153], [-1.3586, 6.4809, -3.2596], [-1.0319, 5.7283, -1.6764], [-2.6972, 5.8182, -2.2900], [3.3830, -0.0105, -0.2810], [5.6261, -0.2314, 0.6993], [6.9131, 1.7955, 1.3555], [5.8661, 4.0443, 1.0543], [2.0603, 5.7226, 0.7232], [2.8760, 4.7861, 1.9994], [1.7182, 3.9809, 0.9084], [1.4464, -1.9551, 1.4273], [0.5873, -3.3828, 0.8576], [1.2576, -4.6462, 1.0317], [0.6290, -5.8230, 0.4822], [-0.8850, -5.6896, 0.5605], [-1.2899, -4.5045, -0.1381], [-2.4419, -4.5494, -1.0017], [-3.7918, -4.2069, -0.3776], [-4.6038, -3.2078, -0.9048], [-5.8447, -2.9265, -0.3453], [-6.2909, -3.6389, 0.7635], [-5.4820, -4.6292, 1.3086], [-4.2435, -4.9091, 0.7373], [-0.5996, -3.3082, 0.2415], [-1.3851, -1.7911, -0.1981], [2.1416, -4.8666, 2.1597], [1.4075, -5.3383, 3.4019], [0.4327, -4.5136, 3.9739], [-0.2923, -4.9421, 5.0780], [-0.0597, -6.2002, 5.6321], [0.9055, -7.0229, 5.0721], [1.6306, -6.5906, 3.9622], [0.9498, -6.6994, 1.0529], [0.9134, -5.9766, -0.5669], [-1.1610, -5.6465, 1.6279], [-1.3729, -6.5586, 0.1130], [-2.5085, -5.5825, -1.3557], [-2.2862, -3.9139, -1.8751], [-4.2407, -2.6296, -1.7489], [-6.4573, -2.1347, -0.7631], [-7.2583, -3.4181, 1.2036], [-5.8150, -5.1861, 2.1779], [-3.6145, -5.6816, 1.1687], [2.6457, -3.9261, 2.3726], [2.9016, -5.6025, 1.8784], [0.2592, -3.5330, 3.5343], [-1.0460, -4.2926, 5.5108], [-0.6294, -6.5336, 6.4926], [1.0953, -8.0034, 5.4951], [2.3847, -7.2384, 3.5236], [2.6029, -0.2816, -3.0079], [1.3189, -0.8906, -2.4575], [1.4657, -2.4040, -2.3570], [0.1475, -0.5217, -3.3530], [1.0721, -0.3725, -1.1548], [2.5436, 0.8078, -3.0514], [3.4641, -0.5602, -2.3958], [2.7651, -0.6587, -4.0218], [1.8843, -2.7877, -3.2933], [0.4992, -2.8755, -2.1698], [2.1310, -2.6636, -1.5282], [0.2627, -1.0076, -4.3278], [0.1111, 0.5616, -3.4933], [-0.7835, -0.8509, -2.8886]]}

***

2.
{"formula": "C3H4OS", "method": "ωB97M-V/def2-TZVPD", "lumo_ev": -0.109, "total_charge": 0, "gap_ev": 9.3996, "spin_multiplicity": 1, "elements": ["C", "C", "C", "O", "S", "H", "H", "H", "H"], "coordinates": [[-2.5457, -0.5817, -0.2827], [-1.4297, -0.3029, 0.2708], [1.9565, -0.8111, 0.6899], [3.5245, 0.5530, -0.7054], [3.4528, -0.6446, 0.1433], [-2.1042, -0.3169, -1.2591], [-3.4684, -0.9548, -0.1587], [1.6595, -1.6645, 1.2149], [1.0664, -0.1644, 0.3726]]}

***

Table of energy above the lowest of the compared OMol25 structures with the same formula, charge and spin (kJ/mol), in record order: 0.0; 525.2